1.
2 unconnected molecules or ions with the total composition C2H5N2OP in a non-equilibrium geometry, computed with wB97M-V/def2-TZVPD.

CARTESIAN COORDINATES (ANGSTROEM)
O 1.406306 -1.022614 0.854070
H 1.270710 0.961589 -1.531480
H 0.628394 2.874761 0.415271
H -0.753677 -1.266347 0.428576
N -2.077275 -0.205316 0.349442
C 1.034377 0.702970 -0.514523
H -3.103715 -0.112064 0.229532
N -1.746851 -1.402802 0.299238
P 0.674253 1.587810 0.896063
C 1.215584 -0.657472 -0.297704
H 1.451897 -1.460515 -1.128489

Atomic forces in eV per Å
O -0.342 -1.205 0.054
H -0.380 0.969 -0.236
H 0.079 0.908 -0.835
H 0.793 -1.254 0.199
N -1.001 -0.036 -0.115
C -0.418 2.868 -0.337
H 0.136 -0.318 0.042
N -0.393 1.476 0.007
P 0.047 -1.413 -0.497
C 2.402 -3.587 0.840
H -0.923 1.592 0.878

Output
Structure (SMILES): [H]/N=N/[H].[H]/P=C/C=O
Electronic energy (eV): -16467.2459
Relative energy (zero: lowest compared OMol25 entry of this formula, charge and spin) (kcal per mole): 95.5
Frontier orbital gap (eV): 8.008
F_max (eV Å⁻¹): 4.4

These are the natural (NBO) partial charges, in e, on atoms 1 to 6: O -0.55; H 0.23; H -0.08; H 0.32; N -0.33; C -0.72



2.
2 unconnected molecules or ions with the total composition C4H11NO3 in a non-equilibrium geometry, computed with wB97M-V/def2-TZVPD.

CARTESIAN COORDINATES (ANGSTROEM)
H -0.777800 1.349646 0.424251
N 0.501858 -0.295908 0.125957
H -1.051886 -2.105783 1.498310
H -0.361958 -1.199518 2.837339
C -1.387964 0.265837 -1.291071
H 1.191169 0.069208 -0.524227
H -1.443397 -0.736097 -1.671333
H 0.319158 -2.775798 2.307180
O -0.510614 0.984512 -2.193078
O 2.047409 -1.634025 1.068297
C 0.901444 -1.221607 1.040584
C -0.110034 -1.835411 1.992537
O 2.284665 1.843375 -0.779636
H -1.505877 -0.217420 0.752174
H -1.000079 1.712333 -2.581572
H -2.375443 0.737897 -1.298011
C -0.810683 0.311683 0.104899
H 2.399540 2.669629 -0.293304
H 1.690498 2.077453 -1.519300

Atomic forces in eV per Å
H 0.071 0.267 0.151
N -0.696 -0.233 0.417
H 0.126 0.222 -0.017
H 0.156 0.058 0.104
C 0.306 1.113 -0.358
H 0.029 -0.052 0.505
H -0.167 -0.629 -0.010
H 0.226 0.021 0.383
O -0.120 -0.002 0.199
O 0.148 0.145 -0.059
C 0.375 -0.326 -0.233
C -0.615 -0.160 -0.560
O -0.355 0.513 -0.569
H 0.164 -0.036 0.181
H -0.009 -0.017 -0.037
H -0.007 -0.192 0.001
C 0.007 -0.268 -0.507
H 0.034 -0.208 -0.031
H 0.326 -0.217 0.441

Output
Structure (SMILES): CC(=O)NCCO.O
Electronic energy (eV): -11959.0719
Relative energy (zero: lowest compared OMol25 entry of this formula, charge and spin) (kcal per mole): 23.9
Frontier orbital gap (eV): 9.669
F_max (eV Å⁻¹): 1.2

These are the natural (NBO) partial charges, in e, on atoms 1 to 6: H 0.19; N -0.63; H 0.21; H 0.23; C -0.07; H 0.44



3.
A gas-phase ion, C4H10NO2 (charge -1) in a non-equilibrium geometry, computed with wB97M-V/def2-TZVPD.

CARTESIAN COORDINATES (ANGSTROEM)
O -2.837922 0.227873 0.226666
H -2.395893 0.975868 0.619582
H -1.980545 -0.849572 -1.327625
O 2.376358 0.420380 0.563777
N -0.025077 0.590151 1.102783
C -1.762904 -0.593853 -0.282952
H 1.051176 0.597253 1.118491
C 2.031565 0.053507 -0.677144
H 0.797768 -1.639862 -0.046759
H -1.717535 -1.527870 0.283079
H 1.793925 0.910999 -1.358993
C 0.697003 -0.795070 -0.733386
H -0.490163 0.985272 -0.926305
H -0.780793 0.796641 1.701502
C -0.416509 0.118669 -0.251664
H 0.599973 -1.195147 -1.747803
H 2.800626 -0.570626 -1.196795

Atomic forces in eV per Å
O 0.105 -0.576 -0.359
H 0.079 0.460 0.210
H -0.160 0.061 0.069
O 0.692 0.095 0.383
N -1.003 -0.959 -2.127
C 0.063 0.264 -0.125
H 0.296 0.378 0.695
C -0.549 -0.821 -0.546
H -0.027 -0.009 0.095
H 0.019 0.046 0.193
H 0.277 0.031 -0.131
C 0.949 0.562 0.134
H -0.049 -0.047 -0.323
H -0.211 0.257 0.943
C -0.134 -0.108 1.073
H -0.404 0.182 -0.136
H 0.058 0.184 -0.049

Output
Structure (SMILES): N[C@H](CO)CC[O-]
Electronic energy (eV): -9894.4594
Net charge: -1
Relative energy (zero: lowest compared OMol25 entry of this formula, charge and spin) (kcal per mole): 68.9
Frontier orbital gap (eV): 6.940
F_max (eV Å⁻¹): 2.5

These are the natural (NBO) partial charges, in e, on atoms 1 to 6: O -0.75; H 0.46; H 0.15; O -0.91; N -0.99; C -0.06



4.
2 unconnected molecules or ions with the total composition C2F2O2 in a non-equilibrium geometry, computed with wB97M-V/def2-TZVPD.

CARTESIAN COORDINATES (ANGSTROEM)
F -0.844533 -0.882413 -0.546852
C -0.940099 0.661331 0.871010
O 1.074967 0.134806 -0.956470
F 0.956816 -1.418576 0.709354
O -1.190872 1.621638 0.292614
C 0.476901 -0.651115 -0.314959

Atomic forces in eV per Å
F 1.639 -1.777 -0.468
C -1.092 4.328 0.291
O -0.054 -1.101 0.859
F -1.228 1.135 -2.030
O 0.330 -2.240 1.465
C 0.405 -0.345 -0.117

Output
Electronic energy (eV): -11602.6934
Relative energy (zero: lowest compared OMol25 entry of this formula, charge and spin) (kcal per mole): 22.3
Frontier orbital gap (eV): 13.242
F_max (eV Å⁻¹): 4.5

Let us look at the natural (NBO) charges, expressed in e, one per atom: F -0.31; C 0.47; O -0.50; F -0.30; O -0.48; C 1.11



5.
A molecular structure, C6H11NO2 in a non-equilibrium geometry, computed with wB97M-V/def2-TZVPD.

CARTESIAN COORDINATES (ANGSTROEM)
H -1.929656 1.446284 -1.422213
N -0.674053 0.798607 0.017643
H -0.641262 -0.157673 -2.094417
H 2.039093 -0.534388 2.679364
H -1.493781 -1.828775 -1.664615
H 1.475297 -1.998888 1.763062
H 0.405594 -1.717157 -1.684449
O 1.112930 2.224796 0.249274
H 2.021544 -0.166862 -1.107876
C 1.272668 -0.902824 1.876949
C -0.654197 -0.668439 -0.131699
C -0.589536 -1.151320 -1.552044
H -2.573894 1.663556 0.287899
C 0.604191 1.123853 0.299976
H 0.297208 -0.716821 2.498115
O 2.265739 -0.406846 -0.226224
C -1.732197 1.739315 -0.326355
H -1.191061 -1.235211 0.499816
C 1.198469 -0.219438 0.554180
H -1.213093 2.708229 -0.516386

Atomic forces in eV per Å
H -0.770 0.432 1.457
N -0.776 -0.710 0.926
H 0.080 -1.745 -0.444
H -0.751 -0.286 -1.919
H 1.256 0.792 -0.756
H -0.402 0.977 -0.038
H -1.567 0.736 -0.342
O 0.267 -0.138 0.057
H 0.129 0.458 -1.070
C -0.299 0.350 3.429
C 5.228 3.266 -1.162
C 0.013 0.067 0.481
H -1.195 0.313 0.904
C -0.969 1.284 0.599
H 1.483 -0.622 -1.494
O 1.182 -1.516 0.072
C 2.819 -0.678 -4.092
H -1.991 -1.640 2.497
C -2.961 -1.000 -0.147
H -0.776 -0.341 1.041

Output
Electronic energy (eV): -11982.7642
Relative energy (zero: lowest compared OMol25 entry of this formula, charge and spin) (kcal per mole): 80.8
Frontier orbital gap (eV): 9.443
F_max (eV Å⁻¹): 6.3

These are the natural (NBO) partial charges, in e, on atoms 1 to 6: H 0.19; N -0.44; H 0.22; H 0.23; H 0.23; H 0.23



6.
4 unconnected molecules or ions with the total composition C16H42F2O4PS3, computed with wB97M-V/def2-TZVPD.

CARTESIAN COORDINATES (ANGSTROEM)
H 1.756971 3.794219 -3.685494
H -4.245275 -0.872749 0.134021
H 0.521044 0.219343 -0.419944
H 1.175738 2.978265 -2.206036
C 4.575945 2.598624 4.693079
C 4.283282 -0.962777 -1.457838
F -3.382393 0.444228 -2.990691
H 2.429280 2.632895 -5.787539
O -0.312094 -2.141376 2.349523
H 2.183034 4.146751 4.828440
H 1.589031 -1.353790 2.392029
C 1.912445 1.704088 -5.545958
F -5.872382 -1.575129 -2.648504
C -0.645703 -3.262216 1.544787
H -1.063386 -5.302094 2.139071
H 0.868128 1.747518 -5.854154
H -6.732621 0.246959 -0.579847
H 0.928627 -1.639281 0.784086
C -4.324409 -0.819474 -0.954726
C -5.650932 -1.491207 -1.269844
H -0.599780 0.298147 2.404983
S 3.626047 3.084056 3.244717
H -6.934387 -1.191327 0.411318
C -2.412279 1.280777 -0.780976
C -0.210610 0.588832 0.302574
O 2.653234 -2.892282 -0.721323
S 1.994248 1.421835 -3.773949
H 5.397869 -3.368041 -0.419017
H -5.420839 0.925679 -2.228672
C -6.851412 -0.833482 -0.614009
C 0.678296 -1.297504 1.789353
H -2.512036 2.096100 -0.056223
H 4.624857 3.433760 5.392086
C 5.023499 -2.771124 0.412933
H 5.577253 2.342242 4.354210
H 5.776843 -2.059115 0.750778
H -1.071037 -4.123924 3.448359
C 2.072967 3.332158 4.112282
H -2.438097 -4.222273 2.324529
H -1.798514 1.671614 -1.599049
H -4.813339 1.505019 -0.340544
H 1.786983 2.407125 4.612506
H 5.023197 -0.257367 -1.081326
H 2.404819 0.865178 -6.032560
H -7.765046 -1.056162 -1.161140
H -0.178233 1.679611 0.245708
H 3.465777 -0.412352 -1.914579
H 1.323669 3.592546 3.367811
H 4.724537 -1.644456 -2.185554
H 1.041206 0.791413 2.044824
H 4.735282 -3.421053 1.236431
C 1.189744 2.949968 -3.293314
O 3.461977 1.866808 2.415943
H -3.553061 -1.453038 -1.391159
H -4.021851 2.400923 -2.047354
H -2.153432 -0.182026 0.776212
H -1.298857 -2.923414 0.737809
H -1.554540 -0.695615 -0.805030
C 0.223890 0.160951 1.700048
C -1.630835 0.148275 -0.123568
H -5.596876 -2.532066 -0.931189
S 3.552435 -1.877185 -0.107683
P -4.144222 1.015456 -1.553645
H 4.106347 1.731339 5.156937
H 0.260760 -3.682843 1.107035
O 3.429039 1.551270 -3.394322
H 0.167164 2.952591 -3.669801
C -1.356983 -4.289819 2.412140

Atomic forces in eV per Å
H 0.037 -0.026 -0.015
H 0.193 0.066 0.108
H 0.130 0.049 -0.095
H -0.019 -0.030 0.016
C 0.006 0.000 0.082
C 0.025 -0.030 -0.023
F 0.099 -0.050 -0.219
H 0.014 0.002 0.035
O -0.054 -0.130 0.248
H -0.005 0.008 -0.007
H 0.014 -0.176 0.133
C -0.057 0.020 -0.063
F -0.004 0.006 -0.321
C -0.106 0.154 0.124
H -0.016 -0.075 -0.057
H -0.006 -0.017 0.003
H 0.000 0.054 -0.050
H 0.063 -0.126 -0.028
C -0.374 -0.097 -0.294
C 0.138 -0.003 0.429
H -0.057 0.028 0.051
S -0.021 0.074 -0.008
H -0.103 -0.052 0.098
C 0.239 -0.161 -0.075
C -0.271 0.194 -0.034
O -0.020 -0.093 -0.015
S -0.166 -0.034 0.015
H -0.028 0.010 -0.020
H 0.030 -0.022 -0.045
C 0.103 0.303 0.006
C -0.070 0.357 -0.250
H -0.139 0.078 0.039
H 0.011 0.002 0.001
C 0.128 0.050 -0.042
H 0.003 0.002 -0.022
H 0.004 -0.001 0.010
H -0.014 -0.028 0.100
C -0.057 0.011 0.042
H -0.093 0.080 0.094
H -0.045 0.043 -0.126
H 0.037 -0.053 -0.091
H 0.015 -0.021 -0.025
H -0.040 0.028 0.030
H 0.010 -0.016 0.013
H -0.084 -0.192 0.018
H 0.059 0.095 0.024
H 0.076 0.099 -0.075
H 0.003 -0.008 -0.024
H -0.030 -0.055 0.043
H 0.181 0.108 -0.046
H -0.033 0.006 0.000
C -0.057 0.033 0.012
O 0.068 -0.101 -0.043
H 0.187 0.049 0.029
H 0.060 -0.008 0.001
H -0.109 -0.182 -0.015
H 0.032 -0.071 -0.232
H -0.094 -0.175 -0.014
C -0.011 -0.185 0.057
C 0.270 0.173 0.269
H -0.101 -0.138 -0.083
S -0.019 -0.015 0.103
P -0.224 0.231 0.354
H -0.013 -0.009 -0.029
H 0.094 -0.038 -0.061
O 0.171 0.052 -0.005
H -0.031 -0.028 0.044
C 0.073 -0.021 -0.077

Output
Electronic energy (eV): -72689.4856
Net charge: -1
Frontier orbital gap (eV): 5.314
F_max (eV Å⁻¹): 0.5

These are the natural (NBO) partial charges, in e, on atoms 1 to 6: H 0.22; H 0.19; H 0.18; H 0.25; C -0.83; C -0.83



7.
A single C4H6N2 molecule in a non-equilibrium geometry, computed with wB97M-V/def2-TZVPD.

CARTESIAN COORDINATES (ANGSTROEM)
H 1.449253 -1.288954 -0.698014
N 2.874351 1.147002 0.747469
C 1.060951 -0.286605 -0.480892
N -1.324167 -0.898381 -0.370464
H -1.243400 1.246104 -0.807839
H -0.098867 -0.403164 1.430915
H -2.030242 0.792523 0.795465
H 0.811858 0.159658 -1.448842
C 2.098306 0.508094 0.176890
C -1.361277 0.514529 -0.014809
H -1.950612 -1.459865 0.197934
C -0.205958 -0.323733 0.353799

Atomic forces in eV per Å
H -0.124 0.126 0.225
N -0.653 -0.587 -0.540
C -0.036 0.075 -0.058
N -0.132 -0.221 -0.030
H -0.236 -0.183 -0.109
H 0.159 -0.640 -0.085
H 0.129 0.152 -0.134
H 0.123 -0.015 0.084
C 0.675 0.621 0.491
C -0.144 0.347 -0.014
H 0.144 0.155 0.035
C 0.095 0.169 0.135

Output
Structure (SMILES): N#CC[C@H]1CN1
Electronic energy (eV): -7223.9700
Relative energy (zero: lowest compared OMol25 entry of this formula, charge and spin) (kcal per mole): 37.4
Frontier orbital gap (eV): 11.211
F_max (eV Å⁻¹): 1.0

These are the natural (NBO) partial charges, in e, on atoms 1 to 6: H 0.26; N -0.33; C -0.52; N -0.59; H 0.20; H 0.21



8.
2 unconnected molecules or ions with the total composition C6H8N2O2 in a non-equilibrium geometry, computed with wB97M-V/def2-TZVPD.

CARTESIAN COORDINATES (ANGSTROEM)
O 1.665510 -1.746049 -1.010266
O -2.270514 0.538362 -1.010103
H 2.321703 1.233115 -0.802404
H -2.188175 0.493245 1.619996
H 2.381112 2.143026 0.943948
C -0.149278 -0.378990 1.738847
C 1.948926 1.912753 -0.132080
H 1.703632 -1.332235 1.507685
H 0.061343 2.364134 -1.196581
C 0.685319 -1.279613 -0.275182
C 0.778274 -1.000038 1.040521
N -1.411367 -0.042597 1.078054
C 0.651332 2.332429 -0.265915
C -1.510427 -0.077069 -0.265221
H 0.477413 3.106849 0.397202
H -0.527510 -0.724041 -1.944134
N -0.561194 -0.866802 -0.825310
H -0.006434 -0.313627 2.822216

Atomic forces in eV per Å
O -4.514 1.813 2.853
O -0.100 -0.504 1.555
H 1.571 -1.512 -1.304
H 2.190 -1.255 -1.483
H -0.278 -0.624 -2.706
C -2.873 -0.170 -0.462
C -3.272 1.596 3.545
H -0.242 0.252 0.115
H 0.296 -0.692 0.553
C 2.227 -1.376 -7.004
C 2.155 -0.356 3.804
N -0.288 1.454 4.364
C 3.070 0.121 -1.729
C -0.282 1.052 -1.998
H -1.379 1.200 1.576
H -0.208 -0.727 3.553
N 2.642 -0.863 -4.734
H -0.716 0.591 -0.499

Output
Structure (SMILES): O=c1cc[nH]c(=O)[nH]1.C=C
Electronic energy (eV): -13424.9804
Relative energy (zero: lowest compared OMol25 entry of this formula, charge and spin) (kcal per mole): 55.2
Frontier orbital gap (eV): 9.669
F_max (eV Å⁻¹): 7.5

These are the natural (NBO) partial charges, in e, on atoms 1 to 6: O -0.61; O -0.62; H 0.20; H 0.44; H 0.20; C 0.09



9.
A molecular structure, C7H7ErN2O6 in a non-equilibrium geometry, computed with wB97M-V/def2-TZVPD.

CARTESIAN COORDINATES (ANGSTROEM)
H 1.954238 4.340886 3.056999
C 1.394144 2.485795 2.448249
O 1.081324 1.738847 1.444198
Er 0.485968 0.763506 -0.442039
N 1.438356 2.005315 3.687165
H 1.717350 2.597522 4.457237
C 1.347578 -1.348047 0.135142
H 0.903506 0.419774 4.995246
C 1.325357 0.965122 -2.843337
C -1.451821 -0.086376 0.731737
C -1.016790 1.707010 -2.151064
O 1.037815 1.602259 -3.758851
C -0.709983 -1.467276 -1.363235
H 0.063333 0.474224 3.354421
H 1.354620 -1.096612 -1.220406
H 1.777413 -0.050102 3.443627
C 1.022179 0.633728 3.917264
H 1.695820 4.115087 1.294094
O -2.339345 -0.413753 1.402232
O -1.823823 2.057528 -2.896828
O -1.150262 -2.519378 -1.552995
O 1.611585 -2.427932 0.600543
N 1.707737 3.775773 2.251801

Atomic forces in eV per Å
H -0.014 0.232 -0.615
C 0.501 0.674 0.466
O -0.279 0.100 -0.759
Er 2.115 -1.862 1.517
N -0.334 -0.146 -0.689
H -0.055 -0.078 -0.119
C -0.306 -3.565 2.429
H 0.076 0.194 -0.732
C -0.827 3.098 -3.543
C -4.725 -0.699 3.662
C -5.228 1.888 -3.201
O 1.634 -2.688 2.643
C -2.001 -4.097 -0.870
H 0.714 0.005 0.901
H 0.960 -0.013 0.218
H -0.658 0.428 0.752
C -0.122 -1.164 -0.734
H 0.185 0.271 0.728
O 3.942 1.122 -2.982
O 3.503 -1.406 3.020
O 1.777 4.095 0.602
O -0.620 4.269 -2.413
N -0.236 -0.657 -0.282

Output
Electronic energy (eV): -50241.0283
Net charge: +2
Relative energy (zero: lowest compared OMol25 entry of this formula, charge and spin) (kcal per mole): 0.0
Frontier orbital gap (spin up / spin down) (eV): 6.560 / 6.655
F_max (eV Å⁻¹): 6.4
Multiplicity: 4

These are the natural (NBO) partial charges, in e, on atoms 1 to 6: H 0.43; C 0.82; O -0.83; Er 1.35; N -0.55; H 0.43



Which of these has the highest electronic energy?
C4H6N2



What is the electronic energy in the third record?
-9894.4594 eV



The lowest F_max belongs to which entry?
C16H42F2O4PS3